# C15H44O21S3V

A structure of composition C15H44O21S3V in a non-equilibrium geometry (the ωB97M-V functional and the def2-TZVPD basis, the Open Molecules 2025 dataset).

## Properties
* E: -117445.9334 eV
* LUMO level: 0.306 Ha
* charge: -5

CARTESIAN COORDINATES (ANGSTROEM)
O1 0.3366 -0.1056 -0.6599
V1 -1.1590 0.1761 0.0007
O2 -0.9461 0.4169 1.5320
S1 -4.7127 0.6731 -0.3440
O3 -3.1714 0.4512 -0.2069
O4 -5.3936 -0.4684 0.3040
O5 -5.0813 1.9185 0.3707
O6 -5.0292 0.7539 -1.7743
S2 -1.7246 2.5414 -2.1322
O7 -0.9199 3.3741 -3.0789
O8 -2.9680 3.2327 -1.7952
O9 -2.0005 1.2694 -2.7984
O10 -0.9879 2.1621 -0.8365
S3 -2.4287 -2.6513 -1.4405
O11 -3.5786 -3.3737 -0.8945
O12 -1.4790 -3.6880 -2.0425
O13 -2.8001 -1.7359 -2.4997
O14 -1.7061 -1.8840 -0.2979
C1 1.7017 -3.1313 -1.6641
O15 0.8715 -4.1359 -1.1014
H1 2.7147 -3.5396 -1.8316
H2 1.3066 -2.8282 -2.6338
H3 1.7700 -2.3034 -0.9615
H4 -0.0366 -3.9765 -1.5004
C2 -3.5084 -1.2227 2.7800
O16 -3.5254 -2.1617 1.7546
H5 -2.6071 -1.2561 3.4232
H6 -3.5917 -0.2196 2.3447
H7 -4.3816 -1.3713 3.4326
H8 -2.7300 -1.9989 1.1806
C3 2.1819 2.8136 -1.0187
O17 1.2955 3.5752 -0.2520
H9 3.2072 3.1488 -0.7774
H10 2.0798 1.7421 -0.8219
H11 2.0701 2.9869 -2.0986
H12 0.3904 3.2010 -0.4343
C4 1.9256 -3.2851 3.7244
C5 0.8954 -3.9856 2.8462
C6 -0.0705 -2.9788 2.2547
O18 1.6438 -4.6091 1.8252
H13 2.7120 -2.8341 3.1233
H14 2.4695 -3.9820 4.3898
H15 1.4187 -2.6029 4.4129
H16 0.3866 -4.7684 3.4309
H17 0.4079 -2.1643 1.7105
H18 -0.7807 -2.5698 2.9850
H19 -0.8033 -3.4017 1.5609
H20 1.1914 -4.5820 0.9380
C7 -3.0297 5.5318 2.4279
C8 -2.2726 4.2605 2.0321
C9 -2.1556 3.2256 3.1219
O19 -3.0117 3.7507 0.9317
H21 -2.4136 6.1454 3.1178
H22 -3.8740 5.1857 3.0340
H23 -3.3100 6.1700 1.5984
H24 -1.2667 4.4958 1.6524
H25 -1.5503 3.6041 3.9729
H26 -1.6283 2.3377 2.7724
H27 -3.1097 2.9432 3.5767
H28 -2.3356 3.4575 0.2874
C10 3.5013 -0.4498 0.7207
C11 4.7027 0.1029 1.4514
C12 4.9667 -0.6562 2.7513
O20 5.8614 -0.0763 0.6053
H29 3.6708 -1.4991 0.4823
H30 3.3550 0.1261 -0.1936
H31 2.5538 -0.3220 1.2480
H32 4.5199 1.1479 1.7334
H33 5.9862 -0.6005 3.1645
H34 4.7042 -1.7166 2.7114
H35 4.3505 -0.2742 3.5773
H36 6.6294 0.2093 1.1066
C13 1.5067 0.4095 -4.0268
C14 0.8488 0.6569 -5.3672
C15 0.8122 -0.5881 -6.2587
O21 -0.4121 1.2831 -5.2562
H37 1.1018 -0.3936 -3.4062
H38 1.2809 1.3073 -3.4395
H39 2.6028 0.3583 -4.0778
H40 1.4152 1.4270 -5.9250
H41 1.7638 -1.0903 -6.4465
H42 0.3166 -0.3581 -7.2131
H43 0.1098 -1.2972 -5.7992
H44 -1.0455 0.5644 -5.0961